(1)
This record from the Open Molecules 2025 dataset describes a structure of composition C14H26AlF6N3O3P in a non-equilibrium geometry. The level of theory is the ωB97M-V functional and the def2-TZVPD basis.

Output
- Energy above the lowest of the compared OMol25 structures with the same formula, charge and spin: 168.7 kJ/mol
- E_LUMO: -0.589 hartree
- Charge: +3

CARTESIAN COORDINATES (ANGSTROEM)
C1 -1.218807 -1.681906 2.077149
C2 -1.480159 -1.556071 0.899487
C3 -1.367888 -1.072715 -0.592178
N1 -1.123905 0.395005 -0.669075
C4 -1.914129 1.326978 -0.204205
N2 -3.171209 1.034577 0.422452
C5 -4.022815 2.225486 0.041479
C6 -2.982384 3.339198 -0.383886
N3 -1.627582 2.743025 -0.254519
C7 -0.769545 3.258805 0.890212
C8 0.504075 3.985599 0.255790
C9 1.879152 3.294719 0.614356
C10 2.140584 1.936291 -0.190234
C11 2.115712 2.121736 -1.768892
H1 -0.866501 -1.778459 3.135817
H2 -0.502080 -1.590115 -1.098147
H3 -2.338769 -1.309048 -1.106282
H4 -0.252329 0.690480 -1.129127
H5 -3.633532 0.220759 -0.013491
H6 -4.870198 2.472028 0.736250
H7 -4.505947 1.894993 -0.929471
H8 -3.152004 4.429445 -0.068979
H9 -3.105512 3.392954 -1.514477
H10 -0.410750 2.407456 1.546413
H11 -1.360596 3.964148 1.555576
H12 0.537389 5.018925 0.731213
H13 0.365206 4.121753 -0.849974
H14 2.773364 3.959794 0.455759
H15 1.879907 3.000718 1.708778
H16 3.094390 1.421968 0.155514
H17 1.304830 1.230426 0.138308
H18 2.995942 1.553481 -2.204205
H19 1.195861 1.663372 -2.257650
H20 2.118971 3.209988 -2.047507
F1 7.329177 2.484204 0.462039
P1 6.708564 1.280762 -0.404322
F2 5.161633 1.174710 -0.845847
F3 8.194739 1.004660 -0.949550
F4 6.557064 2.341623 -1.595975
F5 6.199860 0.997135 1.094339
F6 6.772681 -0.315012 -0.602008
C12 -3.354206 -4.657529 0.373410
O1 -3.060088 -6.046880 0.469875
C13 -1.764034 -6.352114 0.335158
O2 -0.867893 -5.565487 0.146833
O3 -1.637604 -7.676850 0.445707
C14 -0.301436 -8.164791 0.322186
H21 -4.428996 -4.535414 0.497065
H22 -2.847862 -4.100255 1.167926
H23 -3.071395 -4.271802 -0.610194
H24 0.332616 -7.755194 1.113868
H25 0.107513 -7.922013 -0.664600
H26 -0.333821 -9.247133 0.429469
Al1 -3.925261 6.001613 0.732355

Atoms 1-3, force components in eV/Å:
0.423 -0.021 0.377
1.179 1.150 -1.234
-0.723 -1.166 1.652

The net atomic charges from natural (NBO), expressed in e, are: -0.125, -0.099, -0.283, -0.505, 0.724, -0.549, -0.266, -0.193, -0.448, -0.228, -0.429, -0.404, -0.398, -0.627, 0.292, 0.288, 0.242, 0.463, 0.413, 0.250, 0.225, 0.051, 0.249, 0.235, 0.201, 0.235, 0.231, 0.248, 0.223, 0.266, 0.167, 0.264, 0.184, 0.235, -0.401, 2.595, -0.403, -0.367, -0.361, -0.417, -0.397, -0.268, -0.380, 0.968, -0.492, -0.341, -0.273, 0.231, 0.220, 0.199, 0.241, 0.236, 0.243, 1.034



(2)
This record from the Open Molecules 2025 dataset describes a structure of composition C14H26BF4O3P3PdSbSe4Te in a non-equilibrium geometry. The level of theory is the ωB97M-V functional and the def2-TZVPD basis.

Output
- Energy above the lowest of the compared OMol25 structures with the same formula, charge and spin: 131.6 kJ/mol
- E_LUMO: 0.041 hartree
- Charge: -1

CARTESIAN COORDINATES (ANGSTROEM)
Pd1 -0.688932 0.068139 -0.108781
Se1 -4.878265 -1.903950 -2.247841
Sb1 -3.257502 -0.416265 -1.318888
Se2 -0.797762 1.094425 -2.458804
Se3 -1.190835 -1.830743 -1.599985
Se4 -4.221756 1.507384 -0.319167
C1 -2.240623 2.047300 2.440290
P1 -0.639987 1.633996 1.655529
C2 0.116058 3.284295 1.627358
C3 0.173898 0.767063 3.042629
C4 0.758452 1.435406 4.111002
C5 1.340000 0.720416 5.144574
C6 1.332737 -0.666007 5.124448
C7 0.741630 -1.340001 4.069698
C8 0.160230 -0.625635 3.028904
P2 -0.571324 -1.436672 1.579997
C9 0.324346 -2.997735 1.390304
C10 -2.227859 -1.977330 2.108279
H1 -2.042587 2.367663 3.465195
H2 -2.920032 1.198383 2.439095
H3 -2.716883 2.848974 1.878970
H4 -0.149557 3.808347 2.546955
H5 -0.288844 3.832231 0.774835
H6 1.192507 3.202530 1.511484
H7 0.798406 2.516771 4.125601
H8 1.826666 1.247878 5.954856
H9 1.817979 -1.224862 5.913614
H10 0.781043 -2.420670 4.039989
H11 1.393051 -2.794605 1.381354
H12 0.017614 -3.471960 0.460333
H13 0.062799 -3.652014 2.224355
H14 -2.150311 -2.584286 3.012041
H15 -2.677434 -2.568474 1.307808
H16 -2.860431 -1.112183 2.305887
F1 4.472166 -0.619554 0.841643
B1 3.317326 -0.715673 1.630516
F2 2.177864 -0.816096 0.785371
F3 3.194609 0.409768 2.454915
F4 3.363507 -1.886494 2.421726
C11 5.480183 1.188657 -2.691701
C12 4.256778 1.213647 -1.811865
O1 3.292591 2.141222 -2.408086
P3 2.185711 2.708619 -1.419788
O2 1.837795 1.800620 -0.323731
Te1 0.298179 3.370824 -2.810960
O3 2.816938 4.064781 -0.827634
C13 3.276371 5.090001 -1.710765
C14 3.761954 6.247365 -0.869612
H17 6.172471 0.436502 -2.312313
H18 5.983905 2.156573 -2.698648
H19 5.210717 0.929590 -3.716158
H20 4.491773 1.531147 -0.795800
H21 3.782047 0.238199 -1.737571
H22 2.452773 5.407956 -2.360335
H23 4.074029 4.691199 -2.342064
H24 2.955613 6.620449 -0.238563
H25 4.106539 7.058446 -1.512510
H26 4.586146 5.933312 -0.229649

Atoms 1-3, force components in eV/Å:
0.551 0.220 0.256
0.107 0.247 0.072
-0.832 -0.702 -0.816

The net atomic charges from natural (NBO), expressed in e, are: 0.268, -0.613, 1.006, -0.490, -0.400, -0.594, -0.944, 1.034, -0.957, -0.213, -0.208, -0.186, -0.178, -0.168, -0.407, 1.184, -0.977, -0.977, 0.222, 0.246, 0.253, 0.216, 0.256, 0.284, 0.208, 0.209, 0.211, 0.215, 0.309, 0.257, 0.220, 0.232, 0.258, 0.245, -0.576, 1.347, -0.586, -0.576, -0.584, -0.623, -0.071, -0.852, 2.120, -1.116, -0.026, -0.830, -0.065, -0.620, 0.221, 0.198, 0.208, 0.204, 0.213, 0.174, 0.184, 0.213, 0.207, 0.215



(3)
This record from the Open Molecules 2025 dataset describes the ion C14H26BFIO8SSi with charge -1 in a non-equilibrium geometry. The level of theory is the ωB97M-V functional and the def2-TZVPD basis.

Output
- E_LUMO: 0.073 hartree
- Charge: -1

CARTESIAN COORDINATES (ANGSTROEM)
C1 2.272450 2.389006 2.675347
Si1 3.131255 1.455392 1.175657
C2 5.023356 1.429224 1.539275
C3 2.855220 2.576818 -0.363924
O1 2.363734 -0.123594 1.099433
C4 2.254960 -0.610694 -0.297663
C5 0.918011 -0.121983 -1.095868
C6 -0.381481 -1.167739 -0.957334
C7 -0.108739 -2.740576 -0.704434
C8 0.950788 -3.406596 -1.969562
C9 0.969989 -2.508436 -3.453276
O2 0.224457 -3.959590 -3.241878
O3 -0.850023 -0.746403 0.409248
B1 -2.084760 0.047065 0.530527
C10 -2.871980 -0.755310 1.761407
C11 -4.476853 -0.436292 1.845189
O4 -4.770760 0.981494 2.118961
C12 -2.034362 1.690296 0.548387
C13 -1.458403 2.365752 1.920373
O5 -1.378482 1.805753 3.129070
I1 -0.760289 4.480676 1.806763
O6 -2.754132 -0.215396 -0.765405
C14 -1.727969 -0.654501 -1.770299
S1 -2.741021 -1.823323 -2.806408
O7 -2.219646 -2.095548 -4.236280
O8 -4.135591 -1.108165 -3.015530
F1 -3.118360 -3.332699 -2.084852
H1 2.944057 2.190135 3.613311
H2 1.219611 1.847466 2.830176
H3 2.107856 3.520897 2.422767
H4 5.388505 0.544316 2.220007
H5 5.291557 2.454024 2.089506
H6 5.610311 1.487603 0.503952
H7 3.582515 3.504454 -0.369419
H8 2.917986 1.966287 -1.359097
H9 1.741575 2.996136 -0.281990
H10 2.450652 -1.763523 -0.278756
H11 3.193255 -0.139975 -0.866832
H12 1.221880 0.009617 -2.243271
H13 0.582959 0.969418 -0.750299
H14 0.557150 -2.933482 0.261684
H15 -1.031240 -3.443708 -0.635609
H16 2.030436 -3.934766 -1.599851
H17 1.947344 -2.640433 -4.099367
H18 0.251429 -1.612670 -3.620842
H19 -2.775227 -1.924268 1.539247
H20 -2.354035 -0.594220 2.805557
H21 -4.932752 -1.065558 2.746880
H22 -5.005442 -0.785818 0.855434
H23 -4.059439 1.387199 2.695668
H24 -3.142562 2.080922 0.337483
H25 -1.393485 2.062077 -0.378223
H26 -1.436263 0.403239 -2.235040

Atoms 1-3, force components in eV/Å:
-0.504 -0.952 0.051
-1.002 0.288 1.357
1.410 0.586 -0.195

The net atomic charges from natural (NBO), expressed in e, are: -1.159, 1.889, -1.172, -1.180, -0.877, -0.069, -0.454, 0.264, -0.451, 0.044, -0.173, -0.559, -0.752, 0.822, -0.694, -0.064, -0.768, -0.804, 0.492, -0.572, -0.040, -0.701, -0.148, 2.117, -0.853, -0.838, -0.474, 0.230, 0.271, 0.247, 0.249, 0.243, 0.233, 0.249, 0.236, 0.253, 0.202, 0.159, 0.199, 0.248, 0.245, 0.262, 0.203, 0.205, 0.225, 0.207, 0.214, 0.138, 0.190, 0.472, 0.298, 0.219, 0.278



Number 1: HOMO level -17.339 eV. Number 2: HOMO level -4.993 eV. Number 3: HOMO level -5.593 eV.